1.
This record from the Open Molecules 2025 dataset describes a structure of composition C28H70F4KN2O22S4 at a distorted geometry. The level of theory is ωB97M-V/def2-TZVPD.

The calculation puts the lowest unoccupied orbital energy at -1.6 eV. Its charge is -1. As for the HOMO energy: -0.2295 Eh.

The geometry in XYZ format:
```
131
Properties=species:S:1:pos:R:3:lowdin_charge:R:1
K 7.177 5.963 -0.007 0.979
S 4.882 -0.400 -9.685 0.604
S 1.891 2.108 -1.023 0.590
S 4.895 -0.821 -12.012 0.445
S 1.946 1.935 1.363 0.393
F 2.425 3.288 -1.979 -0.220
F 3.043 1.964 2.572 -0.251
F 5.859 -0.657 -13.343 -0.243
F 4.226 0.990 -9.314 -0.206
O 2.213 0.877 -1.743 -0.294
O -4.084 0.589 -9.262 -0.165
O 0.915 2.869 1.806 -0.325
O 0.476 2.419 -0.957 -0.289
O 3.671 -1.354 -9.663 -0.341
O -8.065 3.292 -1.005 -0.176
O 3.494 8.322 2.941 -0.194
O -2.966 3.217 -9.005 -0.161
O 10.296 -4.883 2.719 -0.173
O 5.738 -0.497 -8.574 -0.284
O -9.531 -5.459 2.104 -0.198
O -6.761 5.852 -1.559 -0.174
O 6.091 -8.227 -4.535 -0.186
O 7.637 -4.970 4.055 -0.225
O -6.673 -5.009 2.479 -0.179
O 4.542 -7.191 -2.337 -0.212
O 5.056 -2.231 -11.651 -0.337
O 1.532 0.543 1.430 -0.305
O 3.544 -0.317 -12.456 -0.349
O 5.537 7.861 4.654 -0.182
O -2.888 0.329 9.346 -0.181
O -4.048 2.785 8.048 -0.197
N 2.933 2.360 0.332 -0.292
N 5.568 0.131 -11.136 -0.288
C -8.686 -4.837 1.121 -0.168
C -4.404 3.909 7.251 -0.094
C 4.224 7.877 5.061 -0.248
C -6.382 5.036 -0.382 -0.174
C -2.625 3.432 -7.620 -0.103
C -10.825 -5.688 1.631 -0.131
C 3.568 -6.629 -1.417 -0.072
C -2.724 0.753 -9.050 -0.271
C -6.487 7.259 -1.410 -0.120
C 6.364 6.902 5.322 -0.082
C -7.486 -4.084 1.757 -0.175
C -2.678 2.513 8.225 -0.229
C 5.726 -9.474 -3.964 -0.117
C -2.529 1.749 9.489 -0.181
C -4.543 -0.755 -9.554 -0.078
C -2.376 2.067 -9.601 -0.229
C 4.638 -6.496 -3.556 -0.229
C 3.309 8.869 4.273 -0.157
C -6.721 3.553 -0.532 -0.183
C 10.940 -4.621 3.934 -0.144
C -5.588 -4.418 3.141 -0.137
C 6.996 -4.842 5.289 -0.119
C -4.198 -0.003 9.624 -0.140
C 8.319 -6.263 3.809 -0.154
C 4.975 -7.323 -4.791 -0.165
C 2.587 8.972 2.077 -0.122
C -9.005 3.547 0.034 -0.120
C 9.329 -6.007 2.636 -0.133
H 8.837 -6.596 4.708 0.101
H 3.600 -7.266 -0.533 0.086
H -4.724 -0.069 8.672 0.086
H -9.997 3.120 -0.112 0.083
H -1.594 3.214 -7.342 0.088
H 2.273 8.789 4.602 0.120
H 6.589 -10.139 -3.974 0.079
H -2.246 0.658 -8.075 0.128
H -11.296 -4.705 1.602 0.086
H -4.133 -1.435 -8.807 0.083
H -7.215 7.877 -0.884 0.069
H -6.898 -3.590 0.984 0.125
H -2.646 1.930 -10.649 0.129
H -2.032 3.390 8.229 0.131
H 7.282 6.704 4.768 0.081
H 2.589 -6.551 -1.891 0.082
H -3.062 2.303 10.262 0.126
H -6.445 7.858 -2.320 0.081
H -5.349 5.106 -0.042 0.122
H -4.071 -0.942 10.163 0.090
H 4.120 -7.887 -5.162 0.114
H 2.726 10.053 2.086 0.088
H 8.812 -5.907 1.681 0.119
H -5.058 -4.980 3.909 0.087
H -5.785 -3.452 3.605 0.079
H -6.566 3.139 0.464 0.114
H -10.733 -6.241 0.696 0.089
H -7.783 -3.365 2.520 0.120
H 1.564 8.661 2.289 0.092
H -4.741 0.765 10.175 0.084
H 3.807 -5.819 -3.754 0.125
H 5.513 -5.869 -3.385 0.125
H 4.923 -9.898 -4.567 0.085
H 6.265 -5.648 5.344 0.089
H -2.490 1.736 7.484 0.139
H 7.859 -4.885 5.954 0.082
H -1.297 2.209 -9.660 0.130
H 6.574 -3.839 5.344 0.092
H -9.394 -4.140 0.673 0.111
H 3.550 9.921 4.424 0.120
H 5.535 -9.389 -2.895 0.075
H -6.105 2.953 -1.201 0.129
H -5.624 7.424 -0.765 0.077
H -4.339 -1.093 -10.569 0.086
H 6.576 7.262 6.329 0.086
H -5.602 -0.913 -9.347 0.077
H -5.272 3.637 6.651 0.087
H 7.611 -7.083 3.688 0.117
H 2.774 8.595 1.072 0.083
H 9.824 -6.963 2.469 0.108
H -9.117 4.630 0.078 0.081
H 5.180 -6.569 -5.551 0.126
H 11.189 -5.545 4.457 0.082
H -6.937 5.477 0.446 0.108
H -3.243 2.880 -6.912 0.079
H -2.871 4.442 -7.294 0.078
H -8.693 3.172 1.009 0.082
H -4.596 4.844 7.776 0.076
H 10.385 -3.957 4.596 0.080
H -1.456 1.817 9.668 0.121
H -2.194 0.030 -9.670 0.130
H -3.530 4.161 6.649 0.081
H 4.149 8.069 6.132 0.117
H -8.330 -5.536 0.364 0.125
H 5.804 5.983 5.491 0.087
H 3.863 -5.597 -1.230 0.084
H 11.911 -4.128 3.911 0.078
H -11.491 -6.273 2.264 0.084
H -4.798 -4.099 2.461 0.082
H 3.776 6.884 5.039 0.124
```

***

2.
This record from the Open Molecules 2025 dataset describes a cluster of 13 separate species, C28H72BO32 in total at a distorted geometry. The level of theory is ωB97M-V/def2-TZVPD.

The calculation puts the lowest unoccupied orbital energy at 1.8 eV. Its charge is -1. Its energy relative to the best compared isomer or geometry (same formula, charge and spin) is 0.000 eV. As for the HOMO energy: -0.2736 Eh.

The geometry in XYZ format:
```
133
Properties=species:S:1:pos:R:3:lowdin_charge:R:1
O 4.277 25.514 6.099 0.190
O -0.712 21.763 4.200 0.167
O -5.902 21.101 3.046 -0.067
O 5.681 21.845 8.087 -0.053
O -1.622 22.118 -0.400 -0.092
O 8.228 29.135 8.107 -0.069
O -0.582 28.560 0.569 -0.061
O -4.427 28.265 4.856 -0.054
O 6.518 27.472 9.769 -0.066
O 0.695 20.584 -0.098 -0.070
O 1.693 27.475 -0.719 -0.084
O 6.643 26.747 2.265 -0.065
O -5.718 29.841 6.657 -0.065
O -2.718 28.665 2.322 -0.073
O 2.693 24.430 4.991 0.208
O 2.052 26.641 7.494 0.184
O 1.597 18.978 6.421 -0.045
O -2.290 24.990 -0.016 -0.055
O 2.509 25.111 0.551 -0.067
O 0.585 23.197 5.286 0.240
O 3.304 23.006 2.393 -0.073
O 0.873 25.525 5.945 0.244
O 4.927 25.549 12.147 -0.068
O -0.720 23.888 2.179 0.159
O 0.719 24.810 3.620 0.242
O 4.164 20.255 5.938 -0.066
O -3.077 20.192 4.136 -0.058
O 1.663 18.102 0.573 -0.071
O 3.740 27.568 1.537 -0.109
O 5.452 22.056 3.879 -0.072
O 5.543 23.829 9.911 -0.068
O 4.083 28.021 10.995 -0.083
C 1.963 26.000 6.520 -0.403
C -0.189 22.809 4.313 -0.387
C 5.426 26.065 2.582 -0.241
C 3.174 25.314 5.843 -0.441
C -2.168 24.313 -1.234 -0.274
C -4.967 20.081 2.692 -0.253
C 5.131 24.131 8.581 -0.212
C 4.270 27.035 2.805 -0.191
C -4.378 29.413 6.935 -0.251
C -0.107 23.883 3.195 -0.369
C 3.154 26.909 11.073 -0.201
C 1.596 24.991 -0.490 -0.252
C 6.303 27.640 8.385 -0.276
C 2.908 20.955 5.866 -0.248
C 1.802 26.175 -1.410 -0.173
C 2.082 19.277 1.327 -0.235
C 7.580 27.932 7.657 -0.241
C -2.554 22.854 -1.208 -0.216
C 3.563 25.899 12.094 -0.278
C 1.896 20.316 6.743 -0.268
C -1.350 28.879 2.732 -0.219
C 4.745 22.866 7.815 -0.249
C 4.993 21.335 2.700 -0.198
C 1.013 20.318 1.272 -0.239
C -0.420 28.124 1.860 -0.298
C -3.659 29.116 5.669 -0.292
C -3.578 20.572 2.888 -0.283
C 4.408 22.348 1.785 -0.239
B 1.231 24.486 4.957 -0.887
H 2.471 18.560 6.344 0.084
H 0.005 21.278 -0.099 0.040
H 4.100 28.451 11.862 0.105
H 8.654 29.523 7.342 0.067
H -4.039 28.341 3.969 0.059
H -2.950 20.215 2.058 0.111
H 0.992 20.925 6.718 0.120
H 0.159 19.984 1.870 0.127
H -1.162 29.958 2.647 0.125
H -3.590 22.761 -0.849 0.127
H 2.331 24.373 1.171 0.083
H 2.285 28.047 -1.220 0.097
H 5.516 28.379 8.169 0.131
H 3.420 26.766 1.053 0.044
H 4.821 23.153 6.755 0.103
H 5.620 27.619 10.161 0.046
H -1.754 24.494 0.642 0.047
H 2.965 24.979 12.020 0.123
H 3.003 19.670 0.858 0.108
H 5.184 23.082 1.528 0.115
H 6.086 23.036 9.931 0.088
H -6.083 30.240 7.451 0.073
H 2.970 22.022 6.118 0.091
H 5.904 26.720 7.930 0.087
H 6.330 21.745 4.111 0.096
H -2.758 28.570 5.938 0.113
H 5.837 20.799 2.266 0.130
H -0.605 27.055 2.002 0.119
H 3.300 26.458 10.087 0.108
H -1.109 24.336 -1.557 0.108
H 4.706 27.876 3.360 0.123
H 0.574 25.035 -0.086 0.110
H -3.587 21.667 2.827 0.131
H -4.405 28.463 7.494 0.120
H 4.790 20.759 5.396 0.053
H 0.088 28.142 -0.020 0.064
H 3.445 26.639 3.415 0.108
H 5.211 25.263 11.248 0.061
H 4.061 21.958 0.828 0.125
H 7.387 28.003 6.581 0.119
H 4.187 20.653 2.990 0.104
H 1.089 26.273 -2.236 0.119
H -2.406 20.848 4.387 0.048
H 2.129 27.246 11.216 0.123
H -5.117 19.155 3.257 0.123
H -5.143 19.862 1.630 0.110
H 1.687 24.070 -1.072 0.129
H 2.202 20.370 7.803 0.124
H -2.883 29.131 1.500 0.085
H 4.312 24.836 8.543 0.104
H 8.248 27.072 7.830 0.119
H 2.818 26.041 -1.819 0.123
H -2.775 24.806 -1.993 0.121
H -1.229 28.540 3.757 0.116
H -6.728 20.694 3.316 0.075
H 5.198 25.357 1.768 0.103
H 2.408 17.506 0.488 0.069
H 6.545 27.057 1.358 0.081
H 0.626 28.280 2.165 0.129
H -3.364 30.018 5.120 0.123
H 2.483 20.968 4.841 0.127
H 3.618 23.369 3.246 0.081
H -2.491 22.469 -2.238 0.121
H 6.033 24.494 8.073 0.120
H 3.344 26.307 13.094 0.117
H 5.502 25.422 3.472 0.115
H -3.845 30.145 7.548 0.118
H 5.255 20.992 7.955 0.078
H 3.701 22.582 7.983 0.121
H -1.863 21.183 -0.433 0.093
H 2.333 18.974 2.355 0.118
H 1.459 21.230 1.697 0.108
```

***

3.
This record from the Open Molecules 2025 dataset describes a structure of composition C28H72BeO30S9 at a distorted geometry. The level of theory is ωB97M-V/def2-TZVPD.

The calculation puts the lowest unoccupied orbital energy at -3.7 eV. Its energy relative to the best compared isomer or geometry (same formula, charge and spin) is 0.000 eV. As for the HOMO energy: -0.2934 Eh.

The geometry in XYZ format:
```
140
Properties=species:S:1:pos:R:3:lowdin_charge:R:1
S -2.421 2.944 2.629 0.737
S 0.168 1.412 -5.263 0.639
S -2.779 -3.714 0.067 0.717
S 1.612 -2.918 -4.343 0.722
S 3.186 4.056 0.488 0.657
S 1.020 0.478 4.762 0.743
S -4.811 -0.864 -3.398 0.727
S 0.753 -3.654 2.202 0.718
S 5.008 -0.690 -0.653 0.658
O -4.273 0.265 -4.478 -0.300
O 3.925 3.817 -0.739 -0.287
O 0.162 0.181 -0.783 -0.002
O -2.160 -5.265 0.026 -0.269
O -0.141 -2.750 2.965 -0.345
O -6.279 -0.907 -3.443 -0.315
O -1.693 -0.179 0.300 -0.011
O -0.394 1.437 -6.594 -0.285
O -0.186 -0.177 4.235 -0.354
O 1.725 -4.452 3.275 -0.240
O -4.080 -3.621 -0.560 -0.284
O 2.641 5.629 0.477 -0.271
O -2.563 -3.233 1.448 -0.364
O 1.181 -4.382 -3.577 -0.268
O 5.113 -0.999 -2.271 -0.289
O -1.292 3.839 2.398 -0.283
O 4.600 -1.894 0.042 -0.298
O -0.059 0.134 1.379 -0.054
O 0.690 1.370 6.141 -0.244
O 2.317 -0.185 4.984 -0.286
O 6.163 0.067 -0.244 -0.284
O -4.035 -2.143 -3.548 -0.313
O 0.394 -2.361 -4.946 -0.307
O 3.726 3.721 1.771 -0.294
O 1.536 1.020 -5.023 -0.296
O 2.746 -3.194 -5.223 -0.296
O -0.140 2.867 -4.644 -0.269
O 0.247 -4.625 1.247 -0.273
O -2.308 1.594 3.260 -0.364
O -3.575 3.840 3.443 -0.261
C 2.164 -4.976 -2.800 -0.325
C 1.324 -3.846 5.549 -0.061
C -0.996 0.415 -4.197 -0.076
C -5.148 1.271 -4.925 -0.279
C -2.863 -7.505 -0.444 -0.052
C 0.473 3.116 -3.408 -0.293
C 1.492 1.911 3.647 -0.065
C 3.565 0.503 -0.689 -0.083
C -0.699 2.305 7.860 -0.059
C -4.622 2.581 5.196 -0.059
C 5.070 0.253 -4.460 -0.045
C -3.337 2.746 0.990 -0.070
C -1.589 -2.864 -1.101 -0.056
C -4.334 -0.013 -1.757 -0.083
C -0.629 1.796 6.449 -0.315
C 1.187 4.474 -3.617 -0.037
C 3.013 6.366 2.801 -0.071
C 2.011 -2.684 1.322 -0.093
C -4.150 2.326 -5.362 -0.062
C 2.244 -3.766 4.386 -0.307
C 1.546 3.200 0.390 -0.086
C -2.683 -6.067 -0.989 -0.284
C 2.030 -1.851 -2.861 -0.085
C -0.498 0.035 0.247 -1.116
C 5.789 0.009 -3.081 -0.225
C 1.404 -6.094 -2.078 -0.048
C 2.008 6.142 1.648 -0.248
C -4.779 3.161 3.790 -0.275
Be -1.923 -1.013 2.686 1.063
H -0.320 1.559 8.559 0.088
H -4.967 0.848 -1.543 0.057
H 0.539 5.329 -3.422 0.074
H 3.728 7.171 2.634 0.081
H -2.214 -2.112 -1.582 0.039
H -3.563 1.971 -6.209 0.089
H 2.639 -2.098 1.993 0.070
H -1.327 0.964 6.350 0.107
H 6.682 -0.540 -3.379 0.114
H 2.089 -6.795 -1.601 0.086
H 1.691 2.127 0.519 0.036
H -1.283 -0.501 -4.714 0.062
H 1.747 -3.553 6.510 0.090
H 1.711 7.110 1.245 0.125
H -1.144 2.469 5.764 0.110
H 2.905 -2.304 -2.395 0.038
H 5.035 -0.630 -5.098 0.078
H 4.061 0.658 -4.392 0.048
H 2.350 6.563 3.643 0.072
H 2.662 -0.017 -1.012 0.029
H -5.798 0.984 -5.752 0.128
H -4.635 3.275 -5.593 0.083
H 0.759 -5.572 -1.371 0.055
H 0.675 -6.510 -2.773 0.081
H -1.843 -6.076 -1.683 0.111
H -5.604 3.871 3.740 0.128
H 2.250 -0.827 -3.163 0.056
H -1.737 2.491 8.135 0.081
H -3.876 1.791 5.112 0.053
H 6.075 0.921 -2.556 0.113
H -1.878 1.040 -4.060 0.032
H -0.435 0.277 -3.273 0.041
H -4.205 2.098 1.109 0.056
H 0.564 2.170 3.138 0.027
H -0.280 3.071 -2.621 0.113
H 2.603 -2.772 4.117 0.101
H -0.177 3.262 7.881 0.085
H 1.840 2.629 4.390 0.071
H -3.315 -8.173 -1.178 0.078
H 0.903 3.422 1.241 0.028
H 5.636 0.988 -5.032 0.076
H -3.291 0.303 -1.784 0.042
H 1.139 5.569 1.973 0.103
H 2.710 -3.334 0.795 0.066
H 2.320 1.668 2.980 0.063
H 2.688 -4.316 -2.108 0.105
H 1.525 -2.030 0.599 0.058
H -4.212 3.306 5.899 0.085
H -1.336 -3.453 -1.983 0.077
H -4.422 -0.752 -0.961 0.053
H -0.735 -2.433 -0.579 0.047
H 3.730 1.371 -1.327 0.059
H -1.899 -7.871 -0.091 0.072
H 0.490 -3.159 5.406 0.062
H 1.135 2.302 -3.114 0.101
H 1.575 4.609 -4.627 0.084
H 2.890 -5.457 -3.454 0.120
H 3.386 0.784 0.348 0.055
H 3.569 5.528 3.222 0.060
H -2.606 2.305 0.312 0.056
H -5.581 2.195 5.542 0.084
H 1.052 3.515 -0.530 0.063
H 1.138 -1.946 -2.243 0.051
H -5.731 1.621 -4.074 0.113
H -3.369 -7.678 0.506 0.074
H 0.940 -4.864 5.489 0.092
H 3.184 -4.296 4.543 0.133
H 2.044 4.564 -2.949 0.062
H -4.991 2.407 3.032 0.098
H -3.666 3.685 0.543 0.077
H -3.580 -5.673 -1.467 0.115
H -3.431 2.559 -4.576 0.068
```